The following is a DFT calculation (ωB97M-V/def2-TZVPD) of a molecular structure, C50H65N3O5Pd.

The geometry in XYZ format:
```
124
Properties=species:S:1:pos:R:3:mulliken_spin:R:1
Pd -1.84 2.15 1.21 1.310
C -4.95 1.10 0.47 -0.001
O -3.61 0.64 0.32 0.002
C -3.51 -0.65 -0.18 -0.009
C -3.49 -1.73 0.69 0.015
C -3.47 -1.57 2.20 0.002
C -2.04 -1.52 2.68 0.060
C -1.31 -2.67 2.89 -0.049
C 0.05 -2.64 3.23 0.080
C 0.66 -1.39 3.35 -0.054
C -0.04 -0.21 3.15 0.090
C 0.64 1.13 3.27 0.026
C 1.51 1.61 2.12 0.021
C 2.62 2.37 2.44 0.005
C 3.37 3.05 1.49 -0.001
C 2.93 2.98 0.17 0.002
C 1.82 2.23 -0.21 0.001
C 1.36 2.44 -1.65 -0.003
C 0.43 1.47 -2.35 -0.004
C 0.97 0.59 -3.27 -0.001
C 0.20 -0.32 -4.00 0.003
C -1.16 -0.31 -3.75 -0.001
C -1.75 0.54 -2.82 0.001
C -3.22 0.37 -2.49 -0.001
C -3.38 -0.82 -1.55 -0.003
C -3.28 -2.11 -2.05 0.002
C -3.27 -3.23 -1.22 0.000
C -3.37 -3.01 0.15 0.001
C -3.10 -4.62 -1.83 0.000
C -4.27 -4.90 -2.79 0.000
C -1.78 -4.68 -2.60 0.001
C -3.08 -5.72 -0.76 0.000
C -0.96 1.47 -2.15 -0.002
O -1.59 2.34 -1.29 0.051
C 0.87 -1.25 -5.01 0.000
C -0.14 -2.17 -5.69 0.000
C 1.56 -0.41 -6.09 0.000
C 1.91 -2.12 -4.30 0.001
C 1.16 1.49 0.76 -0.010
O 0.08 0.70 0.41 -0.035
C 0.44 -0.63 0.01 0.005
C 4.59 3.86 1.92 0.000
C 5.29 4.53 0.73 0.000
C 4.16 4.96 2.90 0.000
C 5.60 2.93 2.61 0.000
C -1.41 -0.26 2.85 0.047
O -2.15 0.83 2.74 0.346
C 0.81 -3.95 3.43 0.004
C 0.14 -4.75 4.56 0.012
C 0.76 -4.77 2.13 0.012
C 2.27 -3.72 3.81 0.004
H -5.49 1.01 -0.48 0.000
H -4.90 2.15 0.75 0.004
H -5.47 0.53 1.24 0.000
H -3.98 -2.43 2.64 0.003
H -3.98 -0.67 2.51 -0.003
H -1.81 -3.62 2.76 -0.002
H 1.72 -1.32 3.57 0.002
H 1.27 1.13 4.17 0.001
H -0.13 1.88 3.45 -0.004
H 2.88 2.45 3.49 0.000
H 3.45 3.54 -0.60 0.000
H 2.26 2.52 -2.26 0.000
H 0.90 3.43 -1.67 0.001
H 2.05 0.62 -3.41 0.000
H -1.81 -1.00 -4.28 0.000
H -3.77 0.16 -3.41 0.000
H -3.61 1.28 -2.05 -0.002
H -3.19 -2.24 -3.12 0.000
H -3.35 -3.84 0.84 0.001
H -4.31 -4.17 -3.60 0.000
H -5.22 -4.86 -2.26 0.000
H -4.16 -5.89 -3.23 0.000
H -1.77 -3.96 -3.43 0.000
H -1.63 -5.67 -3.02 0.000
H -0.94 -4.45 -1.95 0.000
H -4.01 -5.74 -0.19 0.000
H -2.25 -5.59 -0.07 0.000
H -2.96 -6.69 -1.25 0.000
H -0.90 -1.61 -6.24 0.000
H -0.64 -2.82 -4.97 0.000
H 0.38 -2.81 -6.41 0.000
H 0.83 0.22 -6.62 0.000
H 2.05 -1.06 -6.82 0.000
H 2.32 0.25 -5.67 0.000
H 1.44 -2.72 -3.52 0.000
H 2.69 -1.51 -3.84 0.000
H 2.39 -2.79 -5.01 0.000
H 1.11 -0.59 -0.85 0.001
H -0.48 -1.14 -0.28 -0.002
H 0.92 -1.17 0.83 -0.004
H 4.63 5.24 0.22 0.000
H 5.63 3.79 0.00 0.000
H 6.16 5.08 1.09 0.000
H 3.47 5.66 2.42 0.000
H 5.03 5.52 3.24 0.000
H 3.66 4.54 3.78 0.000
H 5.91 2.13 1.93 0.000
H 5.18 2.47 3.50 0.000
H 6.49 3.49 2.91 0.000
H -0.90 -5.00 4.32 -0.001
H 0.14 -4.18 5.49 -0.001
H 0.68 -5.69 4.73 0.001
H -0.27 -5.01 1.85 -0.002
H 1.30 -5.71 2.26 0.000
H 1.21 -4.21 1.31 0.000
H 2.36 -3.13 4.72 -0.001
H 2.82 -3.22 3.01 0.000
H 2.75 -4.69 3.98 0.000
C 1.23 6.70 0.23 0.001
N 0.16 6.00 0.91 0.002
C 0.25 5.72 2.33 -0.005
C -0.67 4.52 2.47 -0.026
O -0.92 3.97 3.52 0.006
N -1.12 4.16 1.23 0.107
C -0.56 5.00 0.29 -0.007
N -0.74 4.84 -0.97 0.009
H 1.54 7.55 0.83 0.000
H 0.88 7.09 -0.73 0.000
H 2.09 6.05 0.05 0.000
H -0.09 6.55 2.94 0.000
H 1.26 5.44 2.63 0.001
H -1.22 3.29 -1.33 -0.009
H -0.28 5.55 -1.53 -0.001
```

DFT total energy = -2612.65849 hartree
frontier orbital gap (spin up / spin down) = 8.35 / 5.94 eV
energy above the lowest of the compared OMol25 structures with the same formula, charge and spin = 7.0 kJ/mol
multiplicity = 3
E_HOMO (spin up / spin down) = -0.286 / -0.281 Eh
molecular weight = 894.5 g/mol



The following is a DFT calculation (ωB97M-V/def2-TZVPD) of 11 unconnected molecules or ions with the total composition C50H69BF5NO13S4 in a non-equilibrium geometry.

The geometry in XYZ format:
```
143
Properties=species:S:1:pos:R:3:lowdin_charge:R:1
C 4.11 4.11 -5.35 -0.064
C 3.56 2.83 -4.77 -0.167
N 2.19 2.45 -5.28 -0.232
C 1.15 3.41 -4.78 -0.041
C 2.19 2.50 -6.80 -0.174
C 0.96 1.96 -7.48 -0.064
C 1.85 1.03 -4.87 -0.077
C 2.33 0.60 -3.51 -0.205
O 1.83 1.46 -2.51 -0.203
C 2.22 1.07 -1.21 -0.053
H 5.08 4.36 -4.90 0.091
H 3.44 4.91 -5.05 0.086
H 4.38 4.11 -6.40 0.081
H 3.50 2.85 -3.68 0.131
H 4.25 2.01 -5.00 0.135
H 1.14 3.37 -3.70 0.084
H 0.20 3.07 -5.18 0.097
H 1.32 4.42 -5.15 0.112
H 3.09 2.00 -7.17 0.137
H 2.40 3.53 -7.08 0.117
H 0.76 0.91 -7.23 0.050
H 1.09 1.91 -8.56 0.098
H 0.03 2.48 -7.25 0.087
H 2.24 0.34 -5.62 0.150
H 0.78 0.92 -4.99 0.112
H 3.42 0.57 -3.46 0.130
H 1.99 -0.43 -3.38 0.112
H 1.61 1.59 -0.49 0.096
H 3.29 1.27 -1.03 0.109
H 2.07 -0.01 -1.07 0.087
O 0.38 1.78 1.76 0.156
C 0.22 0.72 1.25 -0.414
O -0.51 0.52 0.17 0.200
B -0.19 -0.85 -0.31 -0.893
O 0.56 -1.48 0.78 0.231
C 0.85 -0.61 1.74 -0.364
O 1.49 -0.75 2.73 0.165
O 0.62 -0.70 -1.53 0.133
C -0.06 -1.12 -2.56 -0.374
O 0.26 -1.00 -3.71 0.116
C -1.31 -1.84 -2.03 -0.404
O -1.37 -1.64 -0.73 0.238
O -2.13 -2.39 -2.71 0.135
F 5.13 -4.42 6.44 0.039
C 4.48 -3.24 6.23 -0.279
C 4.80 -2.58 5.07 -0.020
C 4.06 -1.45 4.77 -0.088
C 3.06 -0.99 5.64 -0.080
C 2.79 -1.67 6.82 -0.067
C 3.49 -2.84 7.10 -0.008
H 5.50 -2.96 4.34 0.112
H 4.28 -0.86 3.88 0.092
H 2.53 -0.09 5.37 0.075
H 2.01 -1.25 7.44 0.089
H 3.24 -3.44 7.96 0.118
F 7.30 -1.30 0.19 0.082
C 6.08 -1.84 0.18 -0.289
C 5.29 -1.96 1.30 -0.020
C 4.02 -2.48 1.25 -0.078
C 3.50 -2.95 0.05 -0.077
C 4.26 -2.82 -1.12 -0.074
C 5.53 -2.29 -1.01 -0.031
H 5.57 -1.60 2.28 0.100
H 3.48 -2.62 2.17 0.101
H 2.49 -3.34 0.03 0.078
H 3.96 -3.28 -2.05 0.101
H 6.21 -2.27 -1.87 0.116
F -2.86 5.04 4.54 0.062
C -3.35 4.00 3.85 -0.276
C -2.55 3.25 3.01 -0.011
C -3.04 2.16 2.32 -0.069
C -4.38 1.81 2.49 -0.114
C -5.19 2.52 3.36 -0.081
C -4.70 3.64 4.02 -0.012
H -1.50 3.48 2.93 0.101
H -2.53 1.59 1.55 0.094
H -4.87 0.95 2.06 0.055
H -6.25 2.32 3.42 0.108
H -5.31 4.33 4.59 0.112
F -0.36 -1.60 7.45 0.052
C -1.29 -1.27 6.54 -0.293
C -2.54 -0.87 6.99 -0.015
C -3.52 -0.54 6.07 -0.067
C -3.26 -0.64 4.70 -0.088
C -2.00 -0.97 4.25 -0.064
C -1.05 -1.36 5.18 -0.018
H -2.66 -0.71 8.06 0.119
H -4.47 -0.13 6.38 0.108
H -4.07 -0.47 4.00 0.076
H -1.70 -0.93 3.21 0.100
H -0.03 -1.65 4.93 0.110
F -0.40 2.94 8.60 0.054
C -0.02 3.05 7.31 -0.279
C 0.44 1.94 6.62 -0.013
C 0.74 2.02 5.27 -0.072
C 0.79 3.28 4.70 -0.104
C 0.42 4.43 5.40 -0.076
C 0.04 4.31 6.73 -0.017
H 0.42 0.98 7.12 0.103
H 0.89 1.10 4.71 0.081
H 1.11 3.30 3.67 0.090
H 0.55 5.40 4.93 0.105
H -0.30 5.13 7.35 0.116
C -1.27 -2.45 -6.57 -0.262
S -1.71 -0.71 -6.56 0.803
O -1.39 -0.25 -7.96 -0.567
C -3.52 -0.91 -6.33 -0.241
H -1.46 -2.93 -5.61 0.049
H -0.23 -2.59 -6.87 0.055
H -1.87 -3.06 -7.26 0.061
H -3.72 -1.32 -5.34 0.050
H -3.92 -1.50 -7.15 0.057
H -3.95 0.09 -6.43 0.045
C -1.08 2.16 -2.61 -0.227
S -1.20 3.98 -2.51 0.921
O -0.47 4.52 -3.74 -0.612
C -2.96 4.21 -2.99 -0.235
H -1.56 1.80 -3.52 0.066
H -1.66 1.80 -1.75 0.058
H -0.03 1.92 -2.46 0.026
H -3.17 3.79 -3.97 0.055
H -3.08 5.29 -3.03 0.046
H -3.57 3.79 -2.19 0.053
C -4.99 -2.45 -0.34 -0.245
S -5.01 -1.74 1.34 0.811
O -6.26 -0.89 1.45 -0.567
C -5.32 -3.25 2.29 -0.238
H -5.09 -1.61 -1.03 0.054
H -5.83 -3.14 -0.36 0.050
H -4.07 -3.00 -0.55 0.037
H -5.28 -4.09 1.60 0.040
H -6.23 -3.17 2.87 0.061
H -4.47 -3.36 2.97 0.039
C -2.03 -5.86 -1.76 -0.257
S -0.29 -6.37 -1.93 0.826
O -0.09 -6.59 -3.40 -0.552
C 0.56 -4.86 -1.44 -0.257
H -2.33 -5.10 -2.49 0.043
H -2.40 -5.49 -0.80 0.050
H -2.63 -6.73 -2.05 0.045
H 0.03 -4.03 -1.93 0.034
H 1.59 -4.84 -1.79 0.050
H 0.46 -4.60 -0.38 0.062
```

DFT total energy = -5096.41832 hartree
frontier orbital gap = 8.56 eV
E_HOMO = -0.319 Eh
molecular weight = 1126.2 g/mol



The following is a DFT calculation (ωB97M-V/def2-TZVPD) of a molecular structure, C50H72FN5O7Y in a non-equilibrium geometry.

The geometry in XYZ format:
```
136
Properties=species:S:1:pos:R:3:lowdin_charge:R:1
Y -0.26 -1.18 -0.14 1.514
C -1.89 -4.01 0.60 -0.089
N -1.63 -3.43 -0.72 -0.286
C -2.91 -3.32 -1.43 -0.081
C -0.67 -4.27 -1.49 -0.158
C 0.60 -3.58 -1.96 -0.163
N 1.31 -2.80 -0.92 -0.205
C 2.42 -2.04 -1.59 -0.048
C 3.16 -0.81 -0.98 -0.263
C 4.53 -0.74 -1.65 -0.179
C 5.09 0.61 -1.89 -0.117
C 4.30 1.67 -1.69 0.037
C 2.89 1.65 -1.22 -0.085
C 2.37 0.47 -0.85 -0.231
O 1.16 0.29 -0.32 -0.232
C 2.21 3.01 -1.14 -0.536
C 2.93 3.87 -0.09 -0.040
C 0.73 2.95 -0.76 -0.061
C 2.28 3.70 -2.51 -0.049
C 6.56 0.75 -2.30 -0.549
C 7.14 -0.60 -2.72 -0.053
C 7.36 1.28 -1.11 -0.037
C 6.70 1.71 -3.49 -0.051
C 1.79 -3.74 0.15 -0.089
C 2.22 -3.15 1.47 -0.139
C 3.48 -3.48 1.96 0.006
C 3.98 -2.90 3.11 -0.164
C 3.17 -1.96 3.75 0.027
C 1.90 -1.60 3.31 -0.078
C 1.41 -2.26 2.17 -0.267
O 0.18 -2.01 1.68 -0.280
C 1.09 -0.50 4.03 -0.524
C 1.87 0.08 5.21 -0.071
C 0.79 0.66 3.07 -0.039
C -0.22 -1.09 4.57 -0.044
C 5.37 -3.19 3.66 -0.556
C 6.12 -4.21 2.80 -0.067
C 6.19 -1.89 3.69 -0.041
C 5.25 -3.75 5.08 -0.048
H -2.31 -5.02 0.51 0.097
H -2.60 -3.38 1.15 0.093
H -0.98 -4.05 1.19 0.071
H -3.40 -4.30 -1.49 0.098
H -2.75 -2.95 -2.45 0.077
H -3.57 -2.64 -0.89 0.085
H -1.17 -4.63 -2.39 0.128
H -0.45 -5.16 -0.90 0.113
H 0.36 -2.90 -2.78 0.106
H 1.27 -4.36 -2.36 0.138
H 1.99 -1.65 -2.53 0.141
H 3.19 -2.77 -1.85 0.136
H 4.65 -1.41 -2.51 0.147
H 4.72 2.65 -1.86 0.099
H 2.88 3.41 0.89 0.088
H 2.47 4.86 -0.03 0.084
H 3.99 4.02 -0.33 0.077
H 0.57 2.59 0.26 0.075
H 0.17 2.31 -1.43 0.080
H 0.32 3.97 -0.83 0.081
H 3.30 3.84 -2.87 0.073
H 1.82 4.69 -2.46 0.081
H 1.74 3.11 -3.26 0.090
H 7.07 -1.35 -1.93 0.084
H 8.20 -0.48 -2.96 0.088
H 6.66 -1.00 -3.61 0.087
H 7.27 0.61 -0.25 0.088
H 6.99 2.26 -0.80 0.083
H 8.41 1.38 -1.37 0.085
H 6.13 1.36 -4.35 0.089
H 7.75 1.80 -3.79 0.085
H 6.35 2.72 -3.24 0.074
H 2.62 -4.32 -0.27 0.134
H 0.97 -4.43 0.32 0.104
H 4.10 -4.16 1.38 0.109
H 3.57 -1.47 4.62 0.092
H 2.80 0.56 4.90 0.090
H 2.10 -0.67 5.97 0.086
H 1.25 0.84 5.69 0.083
H 1.67 0.98 2.52 0.092
H 0.38 1.51 3.63 0.084
H 0.04 0.36 2.33 0.050
H -0.01 -1.87 5.31 0.090
H -0.82 -1.53 3.78 0.068
H -0.80 -0.31 5.07 0.082
H 6.27 -3.85 1.78 0.085
H 5.60 -5.16 2.76 0.086
H 7.11 -4.39 3.23 0.085
H 6.23 -1.43 2.71 0.088
H 7.21 -2.10 4.02 0.084
H 5.76 -1.17 4.39 0.077
H 4.69 -4.69 5.08 0.089
H 4.74 -3.06 5.75 0.076
H 6.24 -3.95 5.50 0.084
C -6.92 0.53 -4.40 -0.058
C -5.73 1.46 -4.30 -0.180
N -4.83 1.11 -3.19 -0.024
C -3.73 0.37 -3.44 0.048
C -2.81 -0.04 -2.52 -0.020
C -1.62 -0.83 -3.05 -0.624
O -1.75 -1.43 -4.10 0.047
O -0.60 -0.76 -2.30 -0.111
C -3.06 0.26 -1.15 -0.277
O -2.37 -0.11 -0.17 -0.070
C -4.28 1.04 -0.86 -0.035
C -4.54 1.38 0.47 0.100
C -5.65 2.13 0.75 -0.190
F -5.94 2.43 2.03 0.074
C -6.51 2.59 -0.26 -0.160
C -6.26 2.24 -1.56 0.069
C -5.14 1.46 -1.88 -0.114
N -7.65 3.40 0.04 -0.099
C -7.51 4.44 1.04 -0.153
C -8.59 5.47 0.84 -0.076
N -9.93 4.78 0.97 0.061
C -10.07 3.63 -0.01 -0.080
C -8.91 2.68 0.19 -0.141
H -7.56 0.83 -5.24 0.085
H -7.53 0.55 -3.49 0.067
H -6.61 -0.50 -4.57 0.088
H -6.03 2.50 -4.18 0.116
H -5.12 1.42 -5.20 0.128
H -3.57 0.10 -4.48 0.153
H -3.87 1.04 1.25 0.144
H -6.92 2.62 -2.33 0.118
H -6.54 4.93 0.94 0.153
H -7.56 4.05 2.07 0.131
H -8.58 5.90 -0.16 0.142
H -8.57 6.26 1.59 0.141
H -10.70 5.44 0.85 0.183
H -10.02 4.41 1.92 0.182
H -10.04 4.09 -1.00 0.141
H -11.04 3.17 0.17 0.140
H -8.98 1.89 -0.56 0.142
H -8.99 2.19 1.18 0.144
O 3.83 -1.13 0.26 0.019
O 5.08 -1.40 -0.47 -0.009
```

DFT total energy = -2886.98320 hartree
frontier orbital gap = 4.73 eV
energy above the lowest of the compared OMol25 structures with the same formula, charge and spin = 144.6 kJ/mol
total charge = +1
E_HOMO = -0.299 Eh
molecular weight = 963.1 g/mol